1.
A structure of composition C31H34N6OPReS3. Source: OMol25; level of theory: wB97M-V/def2-TZVPD.

Element x y z (Å)
1 Re -0.617 1.059 -0.980
2 C -2.588 2.466 1.129
3 C -2.145 1.746 2.388
4 N -0.843 1.110 2.260
5 C 0.428 3.330 2.302
6 C 0.611 3.581 0.814
7 S -1.034 2.901 -2.168
8 C -2.730 3.390 -1.749
9 C -3.446 2.210 -1.134
10 N -2.600 1.580 -0.069
11 H -3.596 2.850 1.300
12 H -1.957 3.325 0.912
13 H -2.191 2.453 3.222
14 H -2.856 0.951 2.622
15 H -0.734 0.291 2.841
16 H -0.479 3.756 2.723
17 H 1.267 3.633 2.917
18 H -0.148 4.172 0.306
19 H 1.598 3.928 0.516
20 H -2.694 4.264 -1.097
21 H -3.212 3.705 -2.675
22 H -4.404 2.507 -0.704
23 H -3.635 1.453 -1.894
24 H -3.096 0.733 0.196
25 O 0.452 2.147 0.499
26 C 0.340 1.811 2.047
27 C 1.517 0.944 2.383
28 C 2.386 1.289 3.409
29 C 3.426 0.442 3.771
30 C 3.602 -0.759 3.107
31 C 2.741 -1.112 2.079
32 C 1.693 -0.273 1.701
33 P 0.569 -0.869 0.396
34 C 1.646 -1.843 -0.697
35 C 1.303 -3.101 -1.188
36 C 2.158 -3.771 -2.055
37 C 3.364 -3.200 -2.429
38 C 3.727 -1.958 -1.920
39 C 2.874 -1.283 -1.065
40 C -0.551 -2.029 1.242
41 C -1.481 -2.770 0.507
42 C -2.348 -3.649 1.140
43 C -2.303 -3.796 2.521
44 C -1.373 -3.079 3.258
45 C -0.498 -2.206 2.624
46 H 2.252 2.210 3.960
47 H 4.089 0.724 4.577
48 H 4.404 -1.428 3.389
49 H 2.887 -2.056 1.570
50 H 0.399 -3.597 -0.872
51 H 1.889 -4.755 -2.414
52 H 4.035 -3.733 -3.089
53 H 4.688 -1.529 -2.173
54 H 3.192 -0.337 -0.640
55 H -1.490 -2.707 -0.575
56 H -3.042 -4.240 0.557
57 H -2.975 -4.484 3.016
58 H -1.312 -3.212 4.330
59 H 0.252 -1.693 3.216
60 N -3.448 -1.041 -1.286
61 C -2.511 -1.090 -2.281
62 N -1.339 -0.449 -2.217
63 C -0.575 -0.698 -3.370
64 C -1.187 -1.468 -4.288
65 S -2.732 -1.971 -3.721
66 C 0.711 -0.027 -3.421
67 C 1.654 -0.037 -4.377
68 S 2.949 1.021 -3.958
69 C 2.150 1.422 -2.489
70 N 0.976 0.816 -2.336
71 N 2.692 2.225 -1.571
72 H -3.097 -1.326 -0.375
73 H -4.325 -1.499 -1.502
74 H -0.837 -1.760 -5.265
75 H 1.668 -0.575 -5.310
76 H 3.572 2.686 -1.735
77 H 2.268 2.279 -0.660

For the HOMO-LUMO gap (alpha / beta), the calculation gives 0.2186 / 0.2345 Eh. The HOMO energy (alpha / beta) comes out at -16.4 / -16.4 eV. The total energy is -87589.3508 eV. As for the net charge: +3. The energy above the lowest of the compared OMol25 structures with the same formula, charge and spin is 0.0 kJ/mol. Its expectation value of S² is 0.89. As for the spin multiplicity: 2.

Atom-resolved charges from Mulliken, all expressed in e: 0.789 -0.593 -1.328 0.184 -0.681 -0.719 -0.346 -0.606 -0.572 -0.370 0.593 0.302 0.384 0.513 0.400 0.228 0.561 0.263 0.461 0.401 0.574 0.553 0.199 0.066 0.106 0.816 -0.491 -0.517 -0.921 -1.081 -0.250 -0.265 1.928 0.787 -0.559 -0.846 -0.813 -0.719 -0.496 1.923 -1.180 -1.249 -0.900 -0.948 -1.045 0.434 0.487 0.501 0.662 0.513 0.510 0.472 0.508 0.437 1.020 0.499 0.459 0.510 0.417 -0.149 -0.269 0.294 -0.228 -0.345 -0.077 -0.584 -0.332 -0.127 -0.065 1.458 -0.166 0.133 0.288 0.527 0.510 0.224 -0.057

=====

2.
A structure of composition C31H34N6OPReS3 at a distorted geometry. Source: OMol25; level of theory: wB97M-V/def2-TZVPD.

Element x y z (Å)
1 Re 0.023 -0.010 -0.301
2 C 1.477 -1.819 1.974
3 C 1.049 -0.665 2.846
4 N 0.689 0.498 2.014
5 C 3.221 1.162 1.845
6 C 3.351 0.984 0.329
7 S 1.772 -1.282 -1.457
8 C 1.896 -2.947 -0.768
9 C 0.716 -3.229 0.116
10 N 0.427 -2.063 0.977
11 H 1.640 -2.699 2.602
12 H 2.409 -1.601 1.451
13 H 1.812 -0.422 3.585
14 H 0.154 -0.951 3.403
15 H -0.031 1.023 2.506
16 H 3.428 0.269 2.426
17 H 3.791 1.988 2.252
18 H 3.650 0.003 -0.032
19 H 3.910 1.759 -0.191
20 H 2.847 -3.028 -0.242
21 H 1.917 -3.640 -1.608
22 H 0.922 -4.114 0.726
23 H -0.173 -3.430 -0.482
24 H -0.442 -2.270 1.466
25 O 1.907 1.210 0.170
26 C 1.729 1.463 1.590
27 C 1.251 2.878 1.800
28 C 1.918 3.751 2.648
29 C 1.532 5.082 2.740
30 C 0.499 5.561 1.950
31 C -0.198 4.689 1.127
32 C 0.152 3.341 1.064
33 P -0.991 2.243 0.177
34 C -1.525 3.207 -1.255
35 C -0.530 3.554 -2.173
36 C -0.831 4.374 -3.245
37 C -2.125 4.855 -3.408
38 C -3.111 4.527 -2.489
39 C -2.817 3.704 -1.409
40 C -2.401 2.072 1.305
41 C -3.611 1.554 0.830
42 C -4.709 1.476 1.669
43 C -4.606 1.883 2.996
44 C -3.404 2.381 3.478
45 C -2.304 2.484 2.637
46 H 2.743 3.402 3.255
47 H 2.057 5.745 3.415
48 H 0.228 6.607 1.981
49 H -1.025 5.059 0.534
50 H 0.487 3.213 -2.019
51 H -0.057 4.654 -3.949
52 H -2.360 5.502 -4.242
53 H -4.112 4.921 -2.600
54 H -3.588 3.488 -0.683
55 H -3.704 1.251 -0.207
56 H -5.656 1.116 1.289
57 H -5.467 1.825 3.649
58 H -3.326 2.715 4.504
59 H -1.389 2.923 3.016
60 N -2.398 -1.343 1.877
61 C -2.723 -1.299 0.565
62 N -1.932 -0.802 -0.381
63 C -2.570 -0.821 -1.629
64 C -3.786 -1.395 -1.623
65 S -4.208 -1.913 -0.035
66 C -1.811 -0.219 -2.700
67 C -2.107 -0.071 -4.002
68 S -0.787 0.642 -4.848
69 C 0.127 0.698 -3.386
70 N -0.543 0.239 -2.332
71 N 1.373 1.170 -3.352
72 H -1.784 -0.612 2.203
73 H -3.124 -1.602 2.531
74 H -4.457 -1.547 -2.453
75 H -3.012 -0.344 -4.519
76 H 1.850 1.429 -4.200
77 H 1.919 1.100 -2.509

For the HOMO-LUMO gap (alpha / beta), the calculation gives 0.2340 / 0.2248 Eh. The HOMO energy (alpha / beta) comes out at -16.2 / -16.2 eV. The total energy is -87589.0298 eV. As for the net charge: +3. The energy above the lowest of the compared OMol25 structures with the same formula, charge and spin is 31.0 kJ/mol. Its expectation value of S² is 0.76. As for the spin multiplicity: 2.

Atom-resolved charges from Mulliken, all expressed in e: 1.859 -0.532 -1.326 -0.330 -0.599 -0.527 -0.293 -0.716 -0.700 -0.724 0.605 0.356 0.543 0.578 0.103 0.224 0.648 0.307 0.343 0.414 0.553 0.520 0.322 0.231 -0.430 0.975 -0.578 -0.326 -0.913 -1.015 -0.261 -0.412 1.771 0.905 -0.419 -0.679 -0.732 -0.827 -0.678 1.311 -0.882 -1.249 -0.967 -0.842 -0.834 0.577 0.479 0.489 0.578 0.296 0.510 0.463 0.499 0.551 1.012 0.528 0.480 0.509 0.278 -0.123 -0.083 0.727 -0.653 -0.287 -0.040 -0.675 -0.372 -0.122 0.333 0.974 -0.167 -0.143 0.331 0.533 0.503 0.260 -0.025

=====

Which value of net charge does entry 1 give? +3